{
  "formula": "C34H77F3O30P4S3",
  "method": "ωB97M-V with the def2-TZVPD basis set",
  "elements": ["C", "C", "O", "C", "O", "C", "F", "F", "F", "H", "H", "H", "H", "H", "C", "C", "O", "S", "O", "O", "O", "H", "H", "H", "H", "C", "C", "O", "S", "O", "O", "O", "H", "H", "H", "H", "C", "C", "O", "S", "O", "O", "O", "H", "H", "H", "H", "C", "C", "O", "P", "O", "O", "C", "C", "O", "C", "C", "H", "H", "H", "H", "H", "H", "H", "H", "H", "H", "H", "H", "H", "H", "H", "C", "C", "O", "P", "O", "O", "C", "C", "O", "C", "C", "H", "H", "H", "H", "H", "H", "H", "H", "H", "H", "H", "H", "H", "H", "H", "C", "C", "O", "P", "O", "O", "C", "C", "O", "C", "C", "H", "H", "H", "H", "H", "H", "H", "H", "H", "H", "H", "H", "H", "H", "H", "C", "C", "O", "P", "O", "O", "C", "C", "O", "C", "C", "H", "H", "H", "H", "H", "H", "H", "H", "H", "H", "H", "H", "H", "H", "H"],
  "xyz": [[2.841142, 0.105503, -0.056795], [1.386897, 0.035947, -0.568937], [0.646559, -0.095685, 0.664030], [-0.705374, -0.268616, 0.454144], [-1.199648, -0.239841, -0.656252], [-1.533588, -0.652988, 1.723179], [-0.989689, -1.637346, 2.274194], [-1.664973, 0.294344, 2.551694], [-2.773172, -0.998423, 1.266844], [2.939841, 0.737174, 0.826014], [3.507364, 0.639349, -0.734486], [3.322779, -0.868539, 0.028990], [1.265648, -0.769260, -1.293530], [0.954266, 0.849288, -1.151532], [-6.191687, 1.491028, 3.068667], [-5.221979, 0.403429, 3.482084], [-3.980298, 1.019927, 3.178044], [-3.932854, 2.678921, 3.299706], [-3.297473, 3.295639, 2.153639], [-3.497231, 3.233612, 4.613363], [-5.551357, 2.696900, 3.228567], [-7.098878, 1.524184, 3.671996], [-6.460681, 1.236437, 2.043520], [-5.407301, -0.457587, 2.839893], [-5.165606, 0.250379, 4.559813], [3.776720, -4.128193, -1.511037], [2.589750, -4.599579, -2.431741], [1.654549, -5.124027, -1.473339], [1.553984, -4.113917, -0.187142], [1.396443, -4.951360, 1.011105], [0.613359, -2.999354, -0.424940], [3.099936, -3.569310, -0.400287], [4.505711, -3.476200, -1.992263], [4.361488, -4.952613, -1.103022], [2.952272, -5.232837, -3.241472], [2.089425, -3.713737, -2.822956], [-2.537092, -3.995186, 6.382049], [-1.190204, -3.698130, 5.593430], [-0.316528, -3.199143, 6.602472], [-0.719689, -3.599064, 8.180301], [-1.285861, -2.450373, 8.948887], [0.331161, -4.450097, 8.735935], [-1.913985, -4.552269, 7.569480], [-3.264221, -4.595195, 5.834898], [-2.954860, -3.098145, 6.839102], [-1.389395, -3.112585, 4.695894], [-0.820962, -4.704402, 5.395528], [-4.309494, 0.868687, -0.957394], [-3.773333, 2.316397, -1.039044], [-4.675839, 3.245120, -0.537883], [-4.838678, 4.708702, -1.354594], [-3.540841, 5.310203, -1.746518], [-5.660386, 5.626212, -0.321498], [-5.102288, 6.126088, 0.821498], [-5.244996, 7.643512, 1.138915], [-5.861199, 4.306260, -2.658943], [-5.414089, 4.548331, -3.952541], [-6.642481, 4.898561, -4.772605], [-4.704338, 0.640120, 0.032540], [-5.082168, 0.697874, -1.706997], [-3.564751, 0.120837, -1.229735], [-2.856270, 2.334791, -0.450180], [-3.472019, 2.541024, -2.062196], [-5.496051, 5.664275, 1.726915], [-4.038105, 5.891038, 0.840681], [-4.399524, 8.017655, 1.716239], [-5.166075, 8.103882, 0.154063], [-6.117530, 7.676852, 1.791351], [-4.581133, 5.242227, -4.065635], [-5.042117, 3.602660, -4.346819], [-7.012131, 4.049208, -5.347116], [-7.479419, 5.172740, -4.130380], [-6.469048, 5.766565, -5.408692], [4.440588, 3.760832, 0.117454], [3.861935, 5.003400, -0.480743], [3.830317, 4.903663, -1.879950], [2.750040, 5.741438, -2.745404], [2.754321, 7.200085, -2.668705], [1.303759, 5.109047, -2.076901], [1.115857, 3.757342, -2.018138], [-0.211452, 3.544989, -1.254479], [2.936479, 5.028925, -4.175545], [4.158666, 4.191046, -4.590613], [3.819435, 2.754792, -4.216412], [4.315804, 3.745125, 1.200177], [3.746456, 2.977681, -0.187436], [5.467040, 3.534594, -0.171178], [2.842503, 4.909041, -0.106640], [4.208931, 5.951151, -0.069087], [1.000154, 3.378743, -3.033699], [1.876044, 3.214446, -1.456463], [-0.564035, 2.565651, -1.578033], [-0.305515, 3.618727, -0.171054], [-0.854282, 4.324060, -1.664264], [4.296418, 4.279034, -5.668292], [5.057464, 4.632316, -4.159885], [3.010625, 2.359712, -4.831100], [4.638137, 2.058701, -4.398852], [3.734231, 2.746249, -3.129788], [-2.598464, -4.015745, -0.840892], [-2.428738, -3.927298, -2.369083], [-1.960455, -5.156708, -2.845755], [-1.263988, -5.348477, -4.283513], [-0.121625, -4.401960, -4.414679], [-0.835446, -6.889263, -4.334109], [0.328886, -7.375702, -3.632522], [0.651786, -8.852132, -3.912455], [-2.519682, -5.398904, -5.320800], [-2.966042, -4.187583, -5.926095], [-1.849029, -3.600694, -6.949905], [-2.793829, -3.003208, -0.487759], [-3.428788, -4.599228, -0.443128], [-1.663685, -4.283443, -0.348327], [-3.259742, -3.662051, -3.022674], [-1.666382, -3.165317, -2.531267], [1.261545, -6.954677, -4.008006], [0.218154, -7.184505, -2.565150], [0.555286, -9.045016, -4.980901], [1.648040, -9.192237, -3.629801], [-0.108098, -9.446043, -3.404552], [-3.826175, -4.297871, -6.586483], [-3.364077, -3.472685, -5.205966], [-2.194994, -2.850625, -7.661106], [-0.903146, -3.291778, -6.504957], [-1.474061, -4.439617, -7.536168], [1.760098, -0.880764, 4.953755], [2.368735, -0.667631, 3.560243], [3.704327, -0.900883, 3.324457], [4.704274, 0.406671, 3.580781], [4.251589, 1.596583, 4.318748], [6.054453, -0.212844, 4.156213], [6.114789, -0.510805, 5.539405], [6.404980, -2.055685, 5.497228], [5.067936, 0.646334, 2.014449], [6.294096, 0.113544, 1.456075], [7.157378, 1.299048, 0.991025], [1.730809, -1.941559, 5.202635], [2.275522, -0.368868, 5.766422], [0.695327, -0.665637, 5.043646], [1.767439, -1.204053, 2.826219], [1.980444, 0.324511, 3.330020], [6.867788, 0.194193, 5.891610], [5.237903, -0.202983, 6.108994], [5.667381, -2.701557, 5.020875], [7.268475, -2.368774, 4.910334], [6.601406, -2.490804, 6.477120], [6.864979, -0.517446, 2.137280], [5.973166, -0.486875, 0.604838], [7.283859, 2.054297, 1.766720], [8.220835, 1.167047, 0.791706], [6.834441, 1.819034, 0.089122]],
  "forces_ev_per_angstrom": [[0.1, 0.9, -1.1], [1.1, 0.2, 0.0], [-2.4, -0.7, 0.0], [0.6, 0.0, -2.4], [0.7, 0.1, 2.0], [-1.5, 1.3, -4.8], [1.8, -3.8, 2.2], [0.1, 2.5, 2.1], [0.5, -0.1, 0.5], [-0.4, -0.4, 0.3], [-0.2, 0.1, -0.6], [-0.4, -0.2, 0.5], [-0.2, -0.7, 0.7], [0.6, 0.7, 0.5], [-1.3, -1.6, 0.0], [0.1, 1.3, 0.8], [2.2, 1.2, -0.5], [-0.1, 0.7, 1.7], [-1.0, -1.6, 1.2], [-1.4, -2.3, -3.2], [1.2, 2.6, 0.1], [0.1, -0.1, 0.0], [-0.1, 0.8, -0.3], [0.6, -0.2, 0.4], [-0.6, -0.6, -0.1], [-0.7, -1.7, -0.7], [1.2, 1.9, 1.0], [-0.4, 0.0, 0.9], [-0.6, -0.6, -0.3], [0.6, 2.2, -2.6], [2.3, -2.4, 0.6], [-1.3, 1.1, 1.5], [-0.6, 0.6, 0.1], [-0.1, -0.4, -0.3], [-0.7, -0.6, 0.5], [0.2, 0.0, -0.6], [2.5, 1.9, 0.7], [-2.3, -1.8, 1.4], [0.9, 1.7, 1.0], [-1.3, -0.1, -0.4], [1.8, -3.2, -2.6], [-2.3, 2.0, -1.2], [0.0, -1.0, 1.7], [0.3, -0.5, 0.6], [-0.6, 0.4, -1.0], [0.8, 0.5, 0.4], [0.1, 0.1, -0.8], [-0.4, 0.4, -0.7], [1.2, -1.9, -0.4], [-1.7, 3.0, -0.7], [0.3, -1.3, -0.4], [-1.1, -0.7, 0.0], [-1.6, -1.5, -3.0], [2.7, 0.8, 3.4], [0.2, -1.5, -0.9], [1.6, 0.9, 4.9], [0.0, -0.6, -2.0], [-0.5, 0.6, -0.2], [0.0, 0.1, 0.0], [-0.4, 0.3, 0.2], [0.4, 0.3, 0.3], [0.1, 0.3, 0.2], [-0.1, 0.1, -0.2], [-0.3, -0.8, -0.3], [0.2, -0.1, -0.1], [0.1, -0.4, 0.0], [-0.9, 0.8, 0.3], [-0.3, 1.1, -0.8], [-0.3, 0.3, 0.5], [0.3, -0.2, 0.0], [0.2, 0.1, -0.2], [0.2, 0.1, 0.2], [0.0, -0.2, -0.3], [0.1, -0.6, 0.0], [-1.4, 0.0, 1.5], [0.4, 0.6, -0.9], [-1.7, -1.7, 0.6], [0.1, -0.8, -0.1], [3.1, 3.3, -1.4], [-1.4, -1.4, 1.3], [-0.2, 0.0, -1.4], [1.2, -0.1, 0.3], [-1.2, 0.3, 0.2], [1.2, 0.3, 0.2], [0.4, 0.4, 0.1], [0.4, -0.5, -0.4], [-0.1, 0.0, 0.0], [-0.5, 0.6, -0.2], [0.6, 0.0, -0.5], [0.1, -0.4, 0.0], [0.7, 0.0, -0.3], [-0.4, 0.0, 0.2], [0.8, 0.1, 0.0], [-0.5, -0.3, 0.0], [-0.6, 0.4, 0.0], [-0.2, -0.3, 0.5], [-0.4, 0.3, 0.6], [0.4, 0.2, -0.3], [-0.8, -0.3, -0.1], [-0.6, 0.9, -0.3], [0.5, 0.6, 0.7], [0.8, -2.0, -1.0], [0.3, -0.1, 0.7], [-1.2, -0.6, -0.5], [-0.2, 0.3, 0.0], [1.5, -0.5, -0.1], [-1.9, -0.1, -0.1], [1.2, 0.2, 0.6], [1.3, 1.9, -2.2], [-0.1, -1.0, 1.0], [-0.1, 0.2, 0.0], [0.1, -0.4, -0.4], [0.0, -0.3, -0.3], [-0.6, 0.2, 0.8], [0.2, 0.1, -0.1], [-0.4, 1.3, 0.0], [0.0, 0.1, -0.1], [0.0, 0.1, -0.1], [-0.1, 0.5, 0.3], [0.2, -0.4, -0.1], [0.0, -1.2, 0.2], [0.7, 0.1, 0.3], [-0.3, 0.0, 0.3], [-0.4, 0.5, 0.6], [-0.5, -0.3, -0.2], [0.2, -1.3, 1.6], [-3.3, 0.1, -1.3], [0.9, 1.4, 0.8], [2.5, 0.8, 0.0], [-0.7, -1.4, -1.0], [-2.4, 1.0, -2.3], [0.9, -1.8, 0.5], [0.6, 0.0, 1.1], [-0.2, -0.5, 1.8], [1.3, 0.2, -1.2], [0.5, 1.1, 0.0], [0.6, -0.3, -0.1], [0.1, 0.3, -0.3], [0.1, 0.7, -0.7], [0.4, -1.0, 0.1], [1.0, 1.1, 0.1], [0.6, -0.8, 0.4], [-0.4, -0.4, -0.3], [-0.9, 0.7, 0.2], [0.5, 0.9, 0.0], [-0.2, 0.2, 0.2], [-0.5, 0.2, 0.2], [-0.1, 0.0, -0.1], [-0.7, 0.1, 0.3], [0.0, -1.4, 0.0], [-0.6, -0.2, 0.2]],
  "total_charge": 1,
  "orbital_gap_ev": [9.29, 1.99],
  "spin_multiplicity": 2,
  "homo_ev": [-11.6, -11.6]
}